(1)
7 unconnected molecules or ions with the total composition C27H59ClN2O7P. Source: the Open Molecules 2025 dataset; level of theory: the ωB97M-V functional and the def2-TZVPD basis.

Structure (XYZ):
```
97
Properties=species:S:1:pos:R:3:forces:R:3
N 0.5440 -2.6865 3.1264 0.5667 1.2941 2.2999
N -0.0176 -3.4620 2.1237 -0.7867 -0.2110 -1.9045
C -1.2970 -2.9136 1.5293 -3.2785 0.2193 -1.2403
C -2.4860 -2.5952 2.6141 -0.8080 0.8859 -0.1987
C -3.3837 -3.9066 3.0516 -0.4271 0.4993 -0.6317
Cl -3.2834 -4.1126 4.9157 0.0856 -0.1482 -1.8431
P -0.1541 -5.2052 2.6251 6.1198 -3.9382 0.4082
O 1.3375 -5.7350 2.8596 -5.5431 2.2853 -0.7326
H 0.6132 -3.1867 4.0396 -0.1203 0.7104 -1.0527
H 0.1034 -1.7444 3.2100 0.4704 -1.2243 -0.0727
H 0.6943 -3.4783 1.3323 -0.7720 -0.1327 0.5130
H -1.1484 -1.9647 0.8440 0.3506 -1.9750 1.6188
H -1.7270 -3.7581 0.8063 1.0944 1.8285 1.3942
H -2.1092 -1.9794 3.5648 -0.7664 -1.6128 -2.0752
H -3.2433 -1.8540 2.0642 1.7488 -1.5564 0.9825
H -4.5465 -3.7834 2.8107 2.8071 -0.1004 0.5412
H -3.0200 -4.8629 2.4760 -0.6840 1.6417 1.4345
H -0.9686 -5.3924 3.7985 -0.0021 0.8435 -0.8044
H -0.7360 -5.8756 1.4616 0.0116 1.0560 0.9165
C 2.6140 -2.5596 -2.8031 0.4696 0.5371 0.0342
C 2.6083 -4.0209 -2.4353 -0.0592 -0.6480 -0.3180
C 2.1076 -3.9864 -1.0078 0.3013 -0.1578 0.3490
O 1.2373 -2.8515 -0.8994 -0.1061 -0.1896 0.3689
C 1.3911 -2.0453 -2.0757 -0.4693 0.4467 -0.3296
H 2.5774 -2.3773 -3.8801 -0.0390 -0.0116 0.1636
H 3.5156 -2.0800 -2.4040 -0.0870 -0.0989 -0.1469
H 1.8940 -4.5599 -3.0688 0.0859 -0.0026 0.0896
H 3.5842 -4.5031 -2.5335 -0.1166 0.1205 0.0706
H 2.9318 -3.8442 -0.3008 0.0558 -0.1028 -0.0226
H 1.5641 -4.8947 -0.7320 -0.0590 0.0355 0.0323
H 0.4879 -2.1662 -2.6837 0.0243 0.0725 -0.0021
H 1.4827 -0.9931 -1.7923 -0.0648 -0.1349 0.0914
C 4.7772 -0.3335 4.3086 0.3005 -0.4165 0.4148
C 4.6051 -0.1266 2.8259 0.2678 0.3718 -0.5014
C 3.1311 -0.4106 2.6354 -0.2989 -0.1957 -0.1526
O 2.4737 -0.0325 3.8528 0.0979 -0.1674 -0.1488
C 3.4717 0.2001 4.8564 -0.1754 0.3540 0.3376
H 5.6524 0.1723 4.7243 -0.1425 -0.0653 -0.0295
H 4.8640 -1.4046 4.5263 0.0315 0.1273 0.0229
H 4.8206 0.9175 2.5698 -0.0095 -0.1378 -0.0259
H 5.2456 -0.7678 2.2150 -0.1040 0.0742 0.0512
H 2.9495 -1.4786 2.4754 0.0525 -0.0211 -0.1001
H 2.7019 0.1458 1.7971 -0.0663 -0.0115 0.1117
H 3.5261 1.2805 5.0290 0.0391 -0.0525 0.0800
H 3.1771 -0.2880 5.7895 -0.0812 0.0626 -0.1205
C -5.8429 1.8357 0.2989 -0.2731 0.2991 0.4164
C -4.5773 1.8850 -0.5174 0.2576 0.2301 -0.6435
C -3.7753 0.7454 0.0723 0.2992 -0.0278 0.1951
O -4.7180 -0.2347 0.5281 0.0966 -0.0084 0.0697
C -6.0283 0.3484 0.5061 -0.3878 -0.3293 -0.0635
H -6.6993 2.3080 -0.1890 0.1200 -0.0836 0.0469
H -5.6816 2.3303 1.2641 -0.0766 -0.0309 -0.0846
H -4.8060 1.6758 -1.5691 0.0545 0.0959 0.1282
H -4.0571 2.8448 -0.4649 -0.0294 -0.2062 -0.0262
H -3.1921 1.0761 0.9383 0.1064 0.1001 -0.0250
H -3.0948 0.2918 -0.6540 -0.0596 -0.0680 0.0546
H -6.5804 -0.1021 -0.3259 -0.0667 0.0433 0.0526
H -6.5509 0.1163 1.4381 0.1155 -0.0923 -0.0615
C 8.3244 -3.1407 -2.1284 0.3208 -0.4107 0.4248
C 8.1523 -2.9338 -3.6110 0.2628 0.3545 -0.4886
C 6.6783 -3.2178 -3.8016 -0.3425 -0.2274 -0.2170
O 6.0209 -2.8397 -2.5842 0.2160 -0.0352 0.0351
C 7.0188 -2.6071 -1.5806 -0.2399 0.3053 0.2137
H 9.1995 -2.6349 -1.7127 -0.1304 -0.0630 -0.0274
H 8.4111 -4.2119 -1.9107 0.0238 0.1344 0.0245
H 8.3677 -1.8897 -3.8672 -0.0088 -0.1353 -0.0277
H 8.7928 -3.5750 -4.2219 -0.1124 0.0840 0.0619
H 6.4967 -4.2859 -3.9616 0.0404 0.0001 -0.1002
H 6.2491 -2.6614 -4.6399 -0.0580 -0.0428 0.1422
H 7.0733 -1.5267 -1.4080 0.0592 -0.0129 0.0859
H 6.7242 -3.0952 -0.6475 -0.0876 0.0321 -0.0987
C -6.7958 6.2539 -2.9204 -0.3397 0.3786 0.4377
C -5.5301 6.3032 -3.7367 0.2002 0.1827 -0.6009
C -4.7281 5.1636 -3.1469 0.2910 -0.2405 0.2156
O -5.6709 4.1835 -2.6911 -0.0502 0.2933 -0.0703
C -6.9811 4.7666 -2.7131 -0.1744 -0.4065 -0.0976
H -7.6521 6.7263 -3.4082 0.0913 -0.0799 0.0783
H -6.6345 6.7486 -1.9552 -0.0735 -0.0386 -0.1021
H -5.7588 6.0941 -4.7883 0.0720 0.0542 0.1014
H -5.0099 7.2630 -3.6841 -0.0388 -0.1312 -0.0095
H -4.1450 5.4944 -2.2810 0.0838 0.0555 -0.0217
H -4.0476 4.7100 -3.8733 -0.0777 -0.0690 0.1115
H -7.5332 4.3161 -3.5451 -0.0911 0.0432 0.0497
H -7.5038 4.5345 -1.7811 0.1056 -0.0726 -0.0548
C -0.1643 5.5910 -0.1301 -0.0319 0.6050 -0.2584
C 0.0011 4.9284 1.2132 0.4709 -0.2260 0.3925
C -1.3307 4.2321 1.3891 -0.4257 -0.0447 0.1544
O -1.7982 3.8904 0.0769 0.2430 0.1493 0.0838
C -0.9830 4.5692 -0.8884 -0.0812 -0.2991 -0.3193
H 0.7820 5.8291 -0.6222 -0.1365 -0.0297 0.0339
H -0.7364 6.5197 -0.0180 0.0955 -0.0864 -0.0576
H 0.8069 4.1866 1.1640 -0.0614 0.0791 0.0605
H 0.2279 5.6265 2.0230 -0.0449 -0.1096 -0.0831
H -2.0707 4.8987 1.8445 0.0504 -0.0206 0.0994
H -1.2535 3.3277 1.9995 -0.0887 0.0189 -0.1031
H -0.3404 3.8223 -1.3670 0.0272 0.0687 -0.0874
H -1.6186 5.0242 -1.6531 -0.0297 -0.1324 0.0865
```
Positions in Å, forces in eV/Å.

The LUMO energy comes out at -2.93 eV. As for the total charge: +1. As for the highest occupied orbital energy: -10.95 eV. The value obtained for the total energy is -2501.458528 Eh. The maximum force is 7.29 eV/Å.

(2)
A molecular structure, C27H59ClOOsP2Si3. Source: the Open Molecules 2025 dataset; level of theory: the ωB97M-V functional and the def2-TZVPD basis.

Structure (XYZ):
```
94
Properties=species:S:1:pos:R:3:forces:R:3
Os 0.2140 0.7137 -0.5635 -0.1957 4.1778 2.4796
C 0.4033 -0.9207 -1.9629 0.6560 -1.1200 -1.4287
C 0.3128 0.3274 -2.6732 0.0775 -0.7192 -1.2052
C 1.4388 1.1074 -2.2353 -0.2634 0.6432 -1.4773
Si -1.1326 0.9236 -3.7064 -0.1702 -0.0143 0.6191
C 2.2054 0.3411 -1.3208 0.4135 -1.4574 0.3529
C 1.6001 -0.9528 -1.1729 1.6486 -1.8141 -1.5053
Si 2.4469 -2.5068 -0.5862 -0.2070 0.1374 -0.5775
H -0.2773 -1.7454 -2.0863 -0.0758 0.0216 0.0862
H 1.6453 2.1057 -2.5960 0.1554 -0.0597 0.1678
H 3.1124 0.6266 -0.8093 -0.0557 0.1855 -0.1985
Cl 0.0837 0.2231 1.7145 -0.5918 -1.1819 2.9211
C 1.8994 -4.0120 -1.5760 -0.0411 0.0604 0.0078
C 4.3096 -2.3842 -0.7878 0.1361 0.0958 -0.0557
C -1.8725 -0.5268 -4.6142 0.0238 -0.0255 -0.2025
C -0.6116 2.2463 -4.9238 0.1788 -0.1518 -0.2033
H 4.5480 -2.4956 -1.8554 -0.0061 0.0976 0.2509
H 4.8351 -3.1838 -0.2472 -0.1262 0.1285 -0.0961
H 4.7125 -1.4235 -0.4478 0.0179 -0.1363 -0.0784
H 0.8152 -4.0313 -1.7322 0.1591 -0.0366 0.0391
H 2.1899 -4.9476 -1.0787 -0.0539 0.1770 -0.0591
H 2.3844 -3.9941 -2.5612 -0.1222 0.0183 0.1736
H 0.0372 1.7807 -5.6788 -0.0836 0.2214 0.0743
H -0.0664 3.0782 -4.4614 -0.1361 -0.1401 -0.1161
H -1.5000 2.6423 -5.4365 0.2271 -0.0304 0.1041
H -1.1921 -0.8371 -5.4186 -0.1646 -0.0160 0.1253
H -2.8315 -0.2418 -5.0664 0.1359 -0.1461 0.0809
H -2.0285 -1.3808 -3.9438 -0.0429 0.1889 -0.0992
C 2.0838 -2.8538 1.2251 0.1505 -0.1316 0.2624
C -2.3994 1.6554 -2.5054 -0.2871 0.1873 -0.3478
P 2.0302 -1.4115 2.3174 0.5186 -0.2429 0.2261
H 2.8652 -3.5446 1.5908 -0.3225 0.1346 -0.0721
H 1.1099 -3.3675 1.2984 0.2412 0.2270 0.0486
P -1.6421 2.3947 -1.0100 -0.1653 0.5476 -0.5602
H -3.0258 0.8207 -2.1486 0.3013 0.2415 -0.0150
H -3.0456 2.3780 -3.0344 0.1518 -0.2692 0.1736
C -3.1080 2.9931 0.0026 0.0854 0.1250 0.0440
C -0.8716 4.0066 -1.6434 -0.6487 -0.4137 -0.2791
C 3.6884 -0.5706 2.3531 -0.1483 -0.2035 -0.2088
C 1.8034 -2.0905 4.0199 -0.0496 0.1431 0.2408
C 0.3605 -1.8826 4.4997 -0.0138 -0.1144 0.2043
H 2.4721 -1.4912 4.6629 -0.2180 -0.1745 -0.2143
C 2.2069 -3.5685 4.1291 0.0205 -0.1051 0.1259
H 1.5571 -4.2087 3.5179 0.1341 0.1760 0.1804
H 2.1032 -3.8900 5.1736 -0.0176 0.0689 -0.1763
H 3.2461 -3.7558 3.8316 -0.2277 0.0773 0.0388
H 0.0667 -0.8281 4.4977 0.0602 -0.1933 -0.0855
H 0.2811 -2.2594 5.5266 -0.0647 0.0497 -0.1338
H -0.3534 -2.4417 3.8816 0.1326 0.1527 0.0671
H 3.8687 -0.2595 1.3078 -0.0561 -0.0512 0.3688
C 4.7996 -1.5254 2.8034 0.2716 -0.0433 -0.0432
C 3.6600 0.6680 3.2579 -0.0314 0.0613 -0.1123
H 4.9211 -2.3872 2.1357 -0.0955 0.1532 0.1520
H 4.6316 -1.8886 3.8289 0.0367 0.1300 -0.3114
H 5.7527 -0.9770 2.8003 -0.1702 -0.1508 0.0316
H 2.9053 1.3924 2.9415 0.0349 -0.1376 0.0851
H 4.6405 1.1608 3.2123 -0.2005 -0.1114 0.0653
H 3.4668 0.3925 4.3024 0.0669 0.0767 -0.1858
H -0.0347 3.6634 -2.2762 -0.2230 0.1188 0.1748
C -0.3064 4.8555 -0.5055 0.0002 0.0270 -0.0559
C -1.8392 4.8360 -2.5098 0.2053 0.1843 -0.0592
H -2.1070 4.3445 -3.4551 0.0676 0.0463 0.3140
H -1.3475 5.7870 -2.7668 -0.1802 -0.1698 -0.0081
H -2.7680 5.0877 -1.9756 0.2532 -0.1047 -0.0744
H 0.5535 4.3876 -0.0308 -0.1595 0.0722 -0.0349
H -1.0598 5.0395 0.2639 0.0246 0.0839 -0.0019
H 0.0086 5.8268 -0.9034 -0.0319 -0.0704 0.0912
C -3.1786 2.2967 1.3642 -0.1081 0.0341 0.1166
C -4.4594 2.8494 -0.7005 -0.0759 0.1414 0.0228
H -2.9045 4.0657 0.1740 -0.1340 -0.3238 -0.0652
H -4.7050 1.7976 -0.8881 0.1012 0.1797 -0.0086
H -4.5121 3.4021 -1.6424 0.0282 -0.1289 0.0603
H -5.2384 3.2520 -0.0447 0.0216 -0.0316 -0.0332
H -3.3439 1.2156 1.2481 0.1193 0.2886 0.0293
H -4.0211 2.7272 1.9264 0.1592 -0.1871 -0.0526
H -2.2741 2.4514 1.9596 -0.0066 -0.1131 -0.1141
C 1.4842 2.1821 0.3968 0.8908 0.5107 -0.0909
H 1.9300 2.9258 -0.2993 -0.4491 -0.2474 0.3156
H 0.8862 2.6788 1.1523 -0.0447 0.3468 0.0627
H 2.3799 1.7872 0.9441 -0.8512 -0.1256 -0.3945
C -2.7943 -1.6398 2.1397 0.1181 0.1688 0.3877
Si -2.5685 -1.6876 0.2610 -0.3239 0.3946 -0.0195
C -1.7410 -3.3617 -0.0442 0.0283 -0.2284 -0.0813
C -4.3770 -1.8297 -0.3053 0.0414 -0.1562 -0.1879
O -1.8261 -0.4586 -0.4711 -0.6716 -0.2523 0.3417
H -2.8757 -2.6681 2.5186 0.0127 0.1189 -0.0497
H -3.7337 -1.1428 2.4130 0.1485 0.0564 -0.0425
H -1.9754 -1.1426 2.6741 -0.2303 -0.1186 -0.0954
H -1.9540 -4.0460 0.7913 0.0149 0.0871 -0.2752
H -2.1204 -3.8205 -0.9685 0.1765 0.0108 0.1387
H -0.6508 -3.2737 -0.1274 -0.1303 0.0277 -0.0238
H -4.9134 -0.8790 -0.1878 0.1501 -0.0762 0.0306
H -4.4510 -2.1193 -1.3597 -0.0371 0.0248 0.0431
H -4.9184 -2.5819 0.2870 0.1130 0.0974 -0.1095
```
Positions in Å, forces in eV/Å.

As for the energy above the lowest of the compared OMol25 structures with the same formula, charge and spin: 0.000 eV. The LUMO energy (alpha / beta) comes out at 0.40 / -1.38 eV. As for the total charge: 0. As for the highest occupied orbital energy (alpha / beta): -4.26 / -7.45 eV. The value obtained for the total energy is -3241.432494 Eh. The spin multiplicity is 5. The maximum force is 4.86 eV/Å. The expectation value of S² is 6.0241.